Entry from OMol25: C62H53Cl4CuF12N11O26S4 as an isolated structure (the ωB97M-V functional and the def2-TZVPD basis).

XYZ file:
```
173
Properties=species:S:1:pos:R:3
Cu 6.41803 25.99832 7.00578
C 6.33796 23.15984 10.21940
F 5.41996 24.12704 10.56736
F 7.24245 22.83874 11.19767
F 5.67132 22.04038 9.92978
S 7.36530 23.66677 8.60369
O 8.51578 22.80284 8.53361
O 6.49244 23.69270 7.40144
N 7.61648 25.37576 8.60733
S 9.09712 25.43528 9.43443
O 9.29934 24.56130 10.58637
O 10.13634 25.36744 8.42493
C 8.86627 27.25658 10.12002
F 8.04615 27.19989 11.13841
F 10.09104 27.61799 10.55684
F 8.40916 28.06070 9.16774
C 5.49653 30.16814 7.61364
F 6.73222 30.15877 8.09102
F 4.70185 30.91801 8.50974
F 5.53117 30.67643 6.43015
S 4.65601 28.37429 7.55037
O 5.57751 27.63377 8.43673
O 3.27809 28.41537 8.12581
N 5.12920 27.44183 6.09515
S 3.77224 27.59293 5.22737
O 2.97427 26.41542 5.34471
O 3.07260 28.88042 5.30664
C 4.53969 27.49967 3.51145
F 5.49964 28.38827 3.36426
F 4.89059 26.22452 3.26787
F 3.54471 27.74424 2.74479
Cl 9.97489 31.02997 1.23542
C 9.79048 29.24849 1.45322
C 8.87162 29.07957 2.70247
Cl 8.80269 27.27145 3.10805
H 10.79880 28.86123 1.59955
H 9.45322 28.73703 0.55168
H 7.85716 29.43270 2.51733
H 9.19308 29.68160 3.55236
Cl 5.34409 27.02567 -0.18756
C 6.76613 26.06351 0.49171
C 7.94497 26.08713 -0.49383
Cl 7.61344 25.55902 -2.20969
H 6.47918 25.05221 0.77988
H 6.95310 26.47981 1.48157
H 8.73452 25.38580 -0.22390
H 8.21164 27.12564 -0.69002
C -1.99718 33.80607 6.78058
C -0.73876 34.30297 6.95086
C 0.29111 33.45983 7.20655
C 0.05127 32.05559 7.33219
C -1.30879 31.57869 7.14750
C -2.34398 32.47502 6.82690
N 1.11579 31.16737 7.76100
O 0.76981 30.07870 8.12050
O 2.28754 31.52743 7.72611
H -2.90127 34.39373 6.84119
H -0.64874 35.35029 7.19869
H 1.13093 34.03916 7.56076
H -1.57186 30.53183 7.18294
H -3.37777 32.24127 6.61942
C 9.61237 31.48941 9.99208
C 9.19425 32.73188 9.39550
C 9.97589 33.84318 9.74183
C 10.98904 33.90241 10.68916
C 11.27485 32.70415 11.39727
C 10.61756 31.47591 11.04821
N 11.71641 35.18898 10.92336
O 11.40150 36.10199 10.14926
O 12.63522 35.31356 11.73674
H 8.91602 30.67681 9.84657
H 8.24215 32.76363 8.88669
H 9.61959 34.72433 9.22897
H 12.11321 32.66764 12.07714
H 11.00952 30.52608 11.38078
C 0.44348 28.33948 2.68925
C -0.58793 27.42637 2.59339
C -1.78797 27.57653 3.20147
C -1.99948 28.78965 3.92569
C -0.99555 29.70797 4.00083
C 0.30707 29.44732 3.49590
N -3.21278 28.88654 4.69646
O -3.36374 29.96389 5.29036
O -3.91702 27.87972 4.78796
H 1.34604 28.15382 2.12595
H -0.48518 26.53814 1.98769
H -2.47366 26.76549 3.00544
H -1.14134 30.68253 4.44282
H 1.01287 30.26318 3.54726
C 13.13836 29.06534 7.65525
C 12.83710 27.76951 7.25118
C 11.54979 27.33429 6.87410
C 10.50817 28.31884 6.87839
C 10.89272 29.65211 7.13032
C 12.16122 30.03742 7.60723
N 9.10272 28.03042 6.36486
O 8.67968 26.88031 6.28308
O 8.28582 28.99439 6.20103
H 14.17670 29.34781 7.74719
H 13.69591 27.11561 7.28662
H 11.27332 26.31213 6.66160
H 10.06469 30.30481 6.89637
H 12.31201 31.08386 7.82773
C 0.59484 24.42368 11.20079
C 0.45370 23.43612 10.20665
C 1.38167 23.45833 9.13148
C 2.44726 24.35980 8.95081
C 2.56466 25.34863 9.98019
C 1.67312 25.39245 11.08733
N 3.34133 24.40545 7.84015
O 2.99159 23.63222 6.95751
O 4.34862 25.01543 7.76019
H -0.02888 24.43010 12.08246
H -0.21532 22.61566 10.42027
H 1.12331 22.72290 8.38396
H 3.22614 26.20159 10.01631
H 1.68800 26.23354 11.76464
C 5.12968 31.32144 2.72148
C 4.07369 31.76708 3.56374
C 2.86118 32.03609 2.99285
C 2.60634 31.71972 1.63820
C 3.61487 31.12657 0.84222
C 4.84816 30.91927 1.40195
N 1.30238 32.02109 1.03811
O 1.20374 32.05797 -0.20449
O 0.44772 32.27969 1.74918
H 6.08640 31.27700 3.22060
H 4.24033 32.02668 4.59875
H 2.11022 32.52733 3.59381
H 3.41790 30.94488 -0.20401
H 5.59592 30.49177 0.75042
C -1.45608 26.50156 7.90909
C -0.16685 26.22199 7.46870
C -0.05702 25.45839 6.33060
C -1.12221 25.01526 5.63041
C -2.43465 25.29552 6.02842
C -2.61927 26.04731 7.25125
N -0.81171 24.24024 4.43479
O -0.05799 23.36889 4.52241
O -1.54470 24.38275 3.46033
H -1.51654 27.01057 8.85970
H 0.71817 26.63227 7.93217
H 0.84647 25.13783 5.83327
H -3.28034 24.89204 5.49137
H -3.60253 26.20490 7.66930
C 5.57171 35.98949 7.53573
C 6.58265 36.64567 8.23433
C 6.89420 36.03511 9.47989
C 6.23051 34.96831 10.00067
C 5.15846 34.40299 9.27969
C 4.84891 34.85218 8.01984
N 6.54152 34.58514 11.41558
O 7.64107 34.90641 11.85082
O 5.69582 33.95906 12.00578
H 5.43537 36.34705 6.52580
H 7.07903 37.50956 7.81756
H 7.55512 36.64237 10.08058
H 4.60907 33.54945 9.64851
H 4.13424 34.33615 7.39585
C 6.15660 31.10514 14.13776
C 5.66765 30.03627 14.93796
C 5.27480 28.81778 14.34381
C 5.43335 28.59452 13.00612
C 5.92432 29.67562 12.22842
C 6.25970 30.92275 12.73047
N 5.13516 27.27231 12.46122
O 4.73078 26.38849 13.27239
O 5.14620 27.03018 11.23507
H 6.39325 32.05117 14.60190
H 5.49221 30.16000 15.99640
H 4.90263 27.99792 14.94024
H 6.04114 29.49455 11.17013
H 6.55359 31.71211 12.05450
```

Results
- E_HOMO (spin up / spin down): -2.09 / -5.38 eV
- Kohn-Sham gap (spin up / spin down): 1.91 / 3.32 eV
- 2S+1: 3
- Net charge: -1

Entry from OMol25: a 2-piece molecular cluster, C3H3O2 overall (the ωB97M-V functional and the def2-TZVPD basis).

XYZ file:
```
8
Properties=species:S:1:pos:R:3
C 0.42910 -0.49338 -1.92045
C 0.65822 0.80975 -1.82737
C -0.77016 0.14474 2.91796
O -1.10063 -0.87215 3.39965
O -0.44290 1.17443 2.45712
H 0.56286 -1.09189 -2.83660
H 0.07640 -1.24083 -1.16514
H 0.58710 1.56933 -1.02516
```

Results
- E_HOMO (spin up / spin down): -9.20 / -10.23 eV
- Kohn-Sham gap (spin up / spin down): 9.62 / 9.94 eV
- 2S+1: 2

Entry from OMol25: a 2-piece molecular cluster, C6H8FNO2S overall (the ωB97M-V functional and the def2-TZVPD basis).

XYZ file:
```
19
Properties=species:S:1:pos:R:3
C -0.47856 -3.36675 0.05412
C -1.55044 3.53388 1.43698
C -0.26619 -2.15836 -0.43743
C -0.93793 -0.91961 -0.02007
C -1.04520 2.41513 1.77876
C -0.48714 0.24275 -0.35040
N 1.58845 1.79231 0.27260
O 1.74203 -0.12820 -1.48293
O 0.49540 1.84872 -2.11310
F -0.83622 1.75922 2.90227
S 0.91508 0.99230 -1.06947
H 0.08358 -4.19151 -0.42244
H -1.42413 -3.67577 0.50641
H -1.65846 4.42185 2.08747
H -1.79158 3.57433 0.36507
H 0.54283 -1.94732 -1.22985
H -1.75969 -0.96623 0.63375
H 1.85465 1.20120 1.09620
H 2.14785 2.56604 -0.03164
```

Results
- E_HOMO (spin up / spin down): -9.28 / -9.14 eV
- Energy relative to the best compared isomer or geometry (same formula, charge and spin): 5.895 eV
- Kohn-Sham gap (spin up / spin down): 8.61 / 8.91 eV

Entry from OMol25: one molecule with the formula C4H5N3O (the ωB97M-V functional and the def2-TZVPD basis).

XYZ file:
```
13
Properties=species:S:1:pos:R:3
H -2.89175 0.40034 0.08497
N -2.23249 -0.36215 0.00163
C -1.03265 0.02848 -0.09033
C -0.38990 1.36458 -0.10920
C 0.91141 1.15685 0.08644
C 1.19406 -0.30250 -0.04260
N 2.28757 -0.94181 -0.06690
H 3.08968 -0.32959 -0.00224
N -0.06114 -0.92060 -0.12826
O -0.33424 -2.23270 0.03178
H -0.85937 2.36074 -0.10025
H 1.68644 1.91595 0.24163
H -1.36762 -2.13760 0.09332
```

Results
- E_HOMO: -8.72 eV
- Energy relative to the best compared isomer or geometry (same formula, charge and spin): 3.370 eV
- Kohn-Sham gap: 8.46 eV

Entry from OMol25: C29H21N4O4Pd as an isolated structure (the ωB97M-V functional and the def2-TZVPD basis).

XYZ file:
```
59
Properties=species:S:1:pos:R:3
Pd -0.29497 -0.01900 -0.30922
O -0.51309 0.46896 1.81126
C -1.25233 1.39650 2.21446
C -2.11709 1.14241 3.34987
C -3.04231 2.06273 3.72247
C -3.10602 3.31194 3.05814
C -2.23128 3.62593 2.01540
C -1.30310 2.71116 1.57392
C -0.36788 3.12031 0.54584
N 0.53094 2.34203 0.08308
N 1.54674 2.59626 -0.65176
C 1.94564 1.57284 -1.48615
O 1.52181 0.40472 -1.34459
C 2.96967 1.90393 -2.47334
C 3.45407 3.20977 -2.58348
C 4.41473 3.50445 -3.53307
C 4.89391 2.49854 -4.36213
C 4.41712 1.19739 -4.25131
C 3.45220 0.89500 -3.30820
H -2.04279 0.16961 3.81536
H -3.73601 1.84460 4.52310
H -3.83146 4.04738 3.38006
H -2.27238 4.60588 1.55553
H -0.44441 4.11820 0.11950
H 3.08701 3.98189 -1.92085
H 4.79619 4.51217 -3.62391
H 5.65066 2.72993 -5.10040
H 4.80100 0.42251 -4.90039
H 3.06940 -0.11129 -3.21042
O -2.06045 1.17915 -0.99405
C -2.79793 0.20323 -0.62842
N -4.11782 0.14131 -0.50268
C -4.50351 -1.12730 0.14453
C -3.10438 -1.78647 0.31723
O -2.88502 -2.84775 0.82420
N -2.16351 -0.90883 -0.23005
C -5.15825 -0.80679 1.48800
C -4.63345 -1.21342 2.70780
C -5.27064 -0.85294 3.89360
C -6.42111 -0.08222 3.87100
C -6.95484 0.32040 2.64908
C -6.33021 -0.05138 1.47152
C -5.40824 -1.98838 -0.73424
C -5.68115 -1.65328 -2.04977
C -6.50371 -2.46746 -2.82422
C -7.04582 -3.61957 -2.28300
C -6.76172 -3.96140 -0.96697
C -5.94854 -3.14929 -0.19300
H -4.73935 0.90416 -0.70946
H -3.75306 -1.84123 2.73920
H -4.86866 -1.19682 4.83948
H -6.91787 0.18560 4.79483
H -7.86746 0.90128 2.61889
H -6.77676 0.22829 0.52172
H -5.25215 -0.76243 -2.49138
H -6.71467 -2.19385 -3.84975
H -7.68670 -4.25154 -2.88385
H -7.17922 -4.86357 -0.53903
H -5.73316 -3.41988 0.83384
```

Results
- E_HOMO (spin up / spin down): -11.33 / -11.34 eV
- Kohn-Sham gap (spin up / spin down): 7.63 / 5.18 eV
- 2S+1: 5
- Net charge: +1

Entry from OMol25: C17H36As3NO5Os as an isolated structure (the ωB97M-V functional and the def2-TZVPD basis).

XYZ file:
```
63
Properties=species:S:1:pos:R:3
Os -0.01548 1.87741 0.21859
O -2.21684 2.05236 0.42871
C -2.56352 3.44024 0.73111
C -1.60887 4.31028 -0.05152
N -0.19086 4.02580 0.34227
C 0.76772 4.62186 -0.62192
C 0.94116 3.67746 -1.79505
O 1.09264 3.97551 -2.92802
O 0.92713 2.34303 -1.40356
C 0.07679 4.43004 1.74950
C -0.31598 3.32081 2.72691
O -0.63196 3.51932 3.85658
O -0.22566 2.08396 2.20263
H -2.71419 1.46333 1.01549
H -2.49114 3.60790 1.80487
H -3.59134 3.62035 0.42042
H -1.83881 5.36312 0.13092
H -1.70516 4.12092 -1.12259
H 1.74177 4.69469 -0.13628
H 0.46450 5.61540 -0.94810
H -0.42959 5.36245 1.99677
H 1.15033 4.58225 1.86734
C -1.32283 0.78387 -2.91820
As -0.70686 -0.01183 -1.27389
C -2.27052 -0.95376 -0.63158
C 0.61851 -1.28555 -1.87339
C 1.36552 -2.13821 -0.84312
C 2.41844 -2.93041 -1.62384
C 2.11546 -1.23353 0.14594
As 1.13799 -0.02343 1.31542
C 2.57449 0.76734 2.32730
C 0.08254 -0.90496 2.66579
C 0.43775 -3.09858 -0.08924
As -0.57434 -4.41151 -1.20012
C -1.73468 -4.98851 0.26689
C 0.66535 -5.91921 -1.12873
H -1.74413 -0.02127 -3.51986
H -0.49145 1.25377 -3.43880
H -2.09655 1.52127 -2.71084
H -2.35356 -1.87160 -1.21560
H -3.14648 -0.33219 -0.81446
H -2.20470 -1.21251 0.42237
H 1.31321 -0.68985 -2.47222
H 0.05259 -1.92849 -2.55442
H 3.16015 -2.27049 -2.07634
H 1.95233 -3.50482 -2.42655
H 2.93680 -3.62765 -0.96326
H 2.79507 -0.56881 -0.39837
H 2.72250 -1.83352 0.82851
H 3.05950 -0.03602 2.88218
H 2.16684 1.49678 3.02081
H 3.29930 1.23172 1.66103
H 0.67900 -1.71259 3.08944
H -0.84418 -1.31298 2.27490
H -0.12881 -0.15489 3.42481
H -0.32900 -2.54931 0.46187
H 1.01660 -3.65421 0.65460
H -2.45696 -4.21128 0.51765
H -1.15336 -5.24625 1.15217
H -2.29010 -5.86732 -0.05692
H 1.45926 -5.81074 -1.86454
H 0.10217 -6.82005 -1.36957
H 1.09449 -6.02687 -0.13288
```

Results
- E_HOMO (spin up / spin down): -13.73 / -13.73 eV
- Energy relative to the best compared isomer or geometry (same formula, charge and spin): 0.274 eV
- Kohn-Sham gap (spin up / spin down): 5.72 / 5.71 eV
- Net charge: +2

Largest force on an atom
In order: 6.4 1.8 3.0 3.0 0.9 1.2
Unit: eV/A